Entry 1:
This record from the Open Molecules 2025 dataset describes C25H22BrIIrN2O4PS as an isolated structure in a non-equilibrium geometry. The level of theory is the ωB97M-V functional and the def2-TZVPD basis.

Properties
spin multiplicity	2
HOMO-LUMO gap (alpha / beta)	5.7 / 3.0	eV
energy relative to the best compared isomer or geometry (same formula, charge and spin)	1.1412	eV
LUMO level (alpha / beta)	-10.60 / -13.25	eV
total charge	+3
DFT total energy	-138530.3580	eV

```
58
C25H22BrIIrN2O4PS (the ωB97M-V functional and the def2-TZVPD basis)
Ir -0.17289 0.14264 0.45903
O 1.50436 0.55054 1.57046
S 2.48580 0.68310 0.40355
O 3.63589 -0.12358 0.45135
O 1.46800 0.39751 -0.70597
C 2.75019 2.38854 0.23840
C 4.01942 2.92971 0.21946
C 4.14937 4.29453 -0.02254
C 3.02120 5.06237 -0.25669
C 1.74685 4.49442 -0.22642
C 1.58353 3.14082 0.02642
P -0.12267 2.46495 0.17952
C -0.88629 2.99240 -1.42293
C -2.23478 3.33963 -1.54422
C -2.82403 3.69894 -2.81607
C -2.08026 3.67441 -3.96702
C -0.73752 3.32125 -3.86177
C -0.14801 2.96169 -2.58564
C -0.88903 3.43126 1.48087
C -0.86686 2.88623 2.76896
C -1.39353 3.60558 3.82993
C -1.94445 4.86154 3.61165
C -1.96383 5.40984 2.33371
C -1.43324 4.70039 1.26847
H 4.88419 2.29871 0.38125
H 5.13128 4.74731 -0.03388
H 3.12398 6.11976 -0.46100
H 0.88828 5.13634 -0.38302
H -2.88038 3.35874 -0.67445
H -3.86648 3.99249 -2.82616
H -2.51083 3.93048 -4.92537
H -0.09504 3.32158 -4.73464
H 0.89626 2.67032 -2.58381
H -0.42662 1.91146 2.94666
H -1.37329 3.18716 4.82703
H -2.35312 5.42172 4.44205
H -2.38132 6.39438 2.17219
H -1.42547 5.16069 0.28661
Br -4.74606 -2.99180 -1.12083
C -4.12870 -1.40257 -0.35646
C -5.00248 -0.43018 0.11032
C -4.47419 0.73106 0.66318
C -3.11050 0.89458 0.73026
N -2.25650 -0.05936 0.28920
C -2.76612 -1.19368 -0.23492
H -6.07268 -0.58321 0.05470
H -5.12378 1.50030 1.05762
H -2.67358 1.76667 1.19474
H -2.05953 -1.94305 -0.55769
N 1.49649 -2.41896 2.14184
C 0.59271 -2.76910 1.25480
O -0.17729 -1.93794 0.67727
C 0.42306 -4.21490 0.91895
I 2.17480 -4.94616 -0.06437
H 1.65635 -1.45573 2.39477
H 2.11288 -3.12066 2.52836
H -0.41595 -4.33567 0.24444
H 0.27633 -4.80941 1.81781
```

Atomic partial charges in e from the natural (NBO) method, atoms 1 to 5:
1. Ir 1.119
2. O -0.874
3. S 2.367
4. O -0.794
5. O -0.828


Entry 2:
This record from the Open Molecules 2025 dataset describes C32H39CrF6IN5O10S4Si2Te as an isolated structure in a non-equilibrium geometry. The level of theory is the ωB97M-V functional and the def2-TZVPD basis.

Properties
spin multiplicity	2
HOMO-LUMO gap (alpha / beta)	6.5 / 7.0	eV
energy relative to the best compared isomer or geometry (same formula, charge and spin)	5.1927	eV
LUMO level (alpha / beta)	-1.29 / -0.78	eV
total charge	0
DFT total energy	-180955.1031	eV

```
101
C32H39CrF6IN5O10S4Si2Te (the ωB97M-V functional and the def2-TZVPD basis)
Cr -1.21208 0.30573 0.69902
F -3.95078 1.72804 1.96910
C -4.01061 1.97310 0.63858
F -4.84629 3.03877 0.51245
F -4.66374 0.93442 0.08135
S -2.27249 2.60442 -0.18370
O -2.08482 1.28648 -0.98533
O -1.45874 2.27842 1.05352
N -0.70815 3.39231 -1.23170
S 0.00924 2.18925 -1.63571
O 1.32090 2.48936 -2.41691
O 0.48622 1.12277 -0.69208
C -0.80937 1.28741 -3.12888
F -0.92931 -0.03268 -2.92412
F -1.96841 1.78800 -3.49248
F -0.02469 1.38024 -4.25125
N -4.00439 5.55967 5.68550
C -3.43787 4.34909 5.34916
C -3.78695 3.18400 6.04010
C -3.14678 1.99163 5.76661
C -2.14871 1.95895 4.80738
C -1.80966 3.09351 4.08378
C -2.45267 4.28115 4.35554
S -1.23239 0.47982 4.53631
O -1.78339 -0.59175 5.33370
O 0.15615 0.77564 4.73999
N -1.47619 0.10864 2.95592
C -2.53543 -0.63487 2.64589
S -3.62661 -1.54803 3.62972
C -4.39832 -2.11428 2.16599
C -3.80182 -1.60059 1.07522
N -2.76046 -0.75678 1.35457
H -4.86181 5.53807 6.20903
H -3.92967 6.30377 5.01425
H -4.56214 3.23218 6.79416
H -3.39269 1.07696 6.28862
H -1.05744 3.03107 3.30965
H -2.19956 5.17594 3.80151
H -5.22488 -2.79984 2.20883
H -4.08324 -1.77929 0.05183
C 5.24661 2.42176 0.69385
Si 3.81061 2.69914 -0.52249
C 4.39471 3.75045 -1.99656
C 2.46006 3.58744 0.44245
C 3.51987 0.85052 -1.07021
Te 1.99360 0.55025 -2.47455
C 3.35756 1.06051 -4.03241
Si 3.54689 -0.78955 -4.50007
C 4.69958 -0.86790 -5.99795
C 1.80706 -1.39321 -4.96349
C 4.21482 -1.81506 -3.05886
H 5.63872 3.37193 1.05572
H 6.07815 1.87469 0.24988
H 4.89720 1.86034 1.56182
H 4.59592 4.76723 -1.65676
H 3.62372 3.80865 -2.76318
H 5.31418 3.37657 -2.44873
H 2.86703 4.49195 0.89513
H 2.07945 2.95494 1.24691
H 1.61768 3.87627 -0.17529
H 3.25972 0.25219 -0.19683
H 4.42470 0.45172 -1.52488
H 4.26864 1.57397 -3.74486
H 2.86041 1.59579 -4.83999
H 4.27536 -0.33807 -6.84983
H 4.86620 -1.90240 -6.29701
H 5.67111 -0.42649 -5.77843
H 1.22623 -0.54122 -5.31926
H 1.30682 -1.79778 -4.08149
H 1.78926 -2.15748 -5.73900
H 5.18878 -1.47544 -2.70588
H 4.33215 -2.85721 -3.35600
H 3.51122 -1.78140 -2.22424
I 1.72071 0.01726 2.22208
C 1.00374 -1.69850 3.21108
C 1.44213 -2.02293 4.48256
C 0.89510 -3.15806 5.05993
C -0.02211 -3.91301 4.34618
C -0.37342 -3.49139 3.07436
N 0.14250 -2.39978 2.51827
H 2.15500 -1.39711 4.99580
H 1.19104 -3.45359 6.05730
H -0.46334 -4.80617 4.76468
H -1.08707 -4.02892 2.45901
O 1.16940 -1.68938 -1.20458
C -0.03189 -1.95063 -1.01522
O -0.78013 -1.38130 -0.15698
C -0.71655 -3.00653 -1.83443
C -0.02780 -4.03051 -2.46289
C -0.69656 -5.01159 -3.19720
C -2.06674 -4.93428 -3.25184
O -2.95816 -5.78018 -3.84964
C -4.24682 -5.23248 -3.61010
O -4.10133 -4.03163 -2.87283
C -2.75886 -3.88711 -2.64733
C -2.11222 -2.90834 -1.94669
H 1.04898 -4.07073 -2.36856
H -0.16375 -5.80337 -3.70313
H -4.85730 -5.94326 -3.04080
H -4.73993 -5.02770 -4.56647
H -2.62862 -2.07257 -1.50517
```

Atomic partial charges in e from the Mulliken method, atoms 1 to 5:
1. Cr 0.733
2. F -0.137
3. C 0.604
4. F -0.275
5. F -0.251


Entry 3:
This record from the Open Molecules 2025 dataset describes a 9-piece molecular cluster, C18H54O9S9 overall in a non-equilibrium geometry. The level of theory is the ωB97M-V functional and the def2-TZVPD basis.

Properties
spin multiplicity	2
HOMO-LUMO gap (alpha / beta)	1.9 / 8.3	eV
energy relative to the best compared isomer or geometry (same formula, charge and spin)	2.1415	eV
LUMO level (alpha / beta)	1.91 / 1.89	eV
total charge	-1
DFT total energy	-135474.4607	eV

```
90
C18H54O9S9 (the ωB97M-V functional and the def2-TZVPD basis)
C -0.74721 -3.89268 -3.85636
S 0.23014 -5.03840 -2.87157
O 0.60067 -4.31906 -1.57048
C -0.97624 -6.40214 -2.49712
H -1.81315 -3.85906 -3.63113
H -0.66192 -4.24603 -4.88397
H -0.17365 -2.98251 -3.68110
H -1.73814 -6.14386 -1.76166
H -0.32573 -7.25192 -2.29023
H -1.56209 -6.61620 -3.39103
C -1.88801 -3.79067 2.20350
S -0.19582 -3.57145 1.53595
O 0.62647 -3.11245 2.80732
C 0.13474 -5.43232 1.34489
H -2.64928 -3.85378 1.42596
H -2.21913 -2.88720 2.71555
H -2.03777 -4.53869 2.98204
H -0.18711 -5.66152 0.32903
H -0.42825 -6.17760 1.90678
H 1.18315 -5.67067 1.52413
C -1.35469 1.46235 -4.65008
S -2.12912 -0.01441 -5.46690
O -1.41638 -1.21852 -4.80170
C -3.75541 0.19859 -4.61626
H -0.55140 1.00612 -4.07155
H -1.89292 2.18808 -4.04041
H -0.89768 1.99155 -5.48626
H -4.52947 -0.42334 -5.06586
H -4.14817 1.21360 -4.67613
H -3.79999 -0.02007 -3.54935
C -2.59591 0.98742 -0.15114
S -2.79588 2.01605 1.32335
O -1.56493 2.95209 1.45230
C -4.34360 2.95410 0.59243
H -1.65715 0.44735 -0.02815
H -2.64011 1.54256 -1.08815
H -3.34396 0.19498 -0.17505
H -3.90142 3.63463 -0.13519
H -4.84730 3.57659 1.33194
H -4.88572 2.22492 -0.00965
C 0.37972 4.34035 -2.63526
S 1.34495 5.47111 -3.70293
O 0.78076 5.56154 -5.09071
C 1.32817 7.20394 -2.87547
H 0.99301 3.74614 -1.95784
H 0.07264 3.54714 -3.31690
H -0.38345 4.90907 -2.10403
H 1.45383 8.02291 -3.58371
H 2.17376 7.33433 -2.20012
H 0.44928 7.23202 -2.23137
C 0.34105 -1.21461 -1.35445
S 1.32679 0.23290 -0.67155
O 0.38677 1.40845 -0.64932
C 1.62280 -0.28372 1.07789
H -0.70272 -1.26200 -1.04399
H 0.84364 -2.17640 -1.25212
H 0.23969 -1.06446 -2.42929
H 2.08325 0.60586 1.50772
H 2.41471 -1.03156 1.03654
H 0.67612 -0.53050 1.55850
C 3.91372 -4.08647 1.64474
S 4.01583 -4.87937 3.29457
O 3.77936 -6.38837 3.06358
C 5.80253 -4.69795 3.58451
H 3.41892 -4.66964 0.86809
H 4.78857 -3.68956 1.12976
H 3.52575 -3.06787 1.64022
H 6.30631 -5.30077 2.82893
H 6.17707 -5.11669 4.51857
H 6.12780 -3.65780 3.56480
C -0.06959 5.96197 0.63011
S 1.63598 5.37246 0.42557
O 2.54599 6.62837 0.56213
C 1.74931 4.22901 1.89006
H -0.31523 6.75127 -0.08036
H -0.40177 6.41820 1.56264
H -0.78225 5.17664 0.37818
H 0.78592 3.81969 2.19409
H 2.42443 4.49802 2.70242
H 2.45465 3.42761 1.67019
C 0.72591 1.15258 4.10870
S 0.08125 1.32220 5.78651
O 0.47918 0.09207 6.59759
C -1.70611 1.07209 5.32732
H 0.25246 1.54086 3.20693
H 0.78645 0.07205 3.97875
H 1.76540 1.47696 4.15716
H -1.94082 0.02082 5.16044
H -1.90956 1.56498 4.37666
H -2.36267 1.43769 6.11686
```

Atomic partial charges in e from the Mulliken method, atoms 1 to 5:
1. C -0.816
2. S 0.558
3. O -0.443
4. C -1.012
5. H 0.341


Entry 4:
This record from the Open Molecules 2025 dataset describes C38H49EuIN5P2 as an isolated structure. The level of theory is the ωB97M-V functional and the def2-TZVPD basis.

Properties
spin multiplicity	8
HOMO-LUMO gap (alpha / beta)	7.9 / 8.3	eV
energy relative to the best compared isomer or geometry (same formula, charge and spin)	0.7550	eV
LUMO level (alpha / beta)	-1.74 / -1.75	eV
total charge	+1
DFT total energy	-93657.7735	eV

```
96
C38H49EuIN5P2 (the ωB97M-V functional and the def2-TZVPD basis)
Eu -0.72807 1.14067 0.58250
N -1.81713 1.79047 -1.71681
C -2.50737 3.07240 -1.47927
C -1.51128 4.17569 -1.18481
N -0.44961 3.83292 -0.20042
C -0.65085 4.62057 1.02841
C 0.29018 4.27772 2.16057
N 0.23954 2.85070 2.54157
C 0.89914 4.07117 -0.75819
C 1.94534 3.04590 -0.37935
N 1.46186 1.70712 -0.73021
H -2.47974 1.11941 -2.05504
H -1.12059 1.90285 -2.43094
H -3.19664 2.93562 -0.65269
H -3.08124 3.39035 -2.35400
H -2.06613 5.05531 -0.84410
H -1.02580 4.46986 -2.11853
H -1.67394 4.45806 1.35623
H -0.53044 5.69158 0.80198
H 0.03073 4.92392 3.00098
H 1.31806 4.52460 1.89634
H -0.56663 2.69463 3.12741
H 1.05665 2.64629 3.09565
H 1.25090 5.07948 -0.49467
H 0.81981 4.04758 -1.84510
H 2.18534 3.06841 0.68040
H 2.85893 3.30059 -0.92256
H 2.21558 1.05352 -0.61394
H 1.23665 1.70320 -1.70996
C -0.43552 -0.84128 3.12912
C 1.06247 -0.79469 2.65934
P 1.26626 -1.43071 0.92734
C 2.94310 -0.84500 0.44688
C 3.43144 -1.18969 -0.81765
C 4.66987 -0.74086 -1.25147
C 5.45217 0.06822 -0.42934
C 4.98756 0.41248 0.82892
C 3.74113 -0.04428 1.26128
C 1.67571 -3.21197 1.03798
C 0.98341 -4.12521 0.24877
C 1.31938 -5.47270 0.27278
C 2.34314 -5.91759 1.10235
C 3.04227 -5.01265 1.89127
C 2.71297 -3.66316 1.84692
P -1.38438 -2.16090 2.17260
C -2.47497 -2.86519 3.45544
C -3.00677 -2.13052 4.51674
C -3.84010 -2.72915 5.45270
C -4.15512 -4.07893 5.33474
C -3.63222 -4.82257 4.28651
C -2.79178 -4.21845 3.35592
C -2.64078 -1.41844 1.02249
C -3.97458 -1.25258 1.41013
C -4.97519 -1.02778 0.48344
C -4.67508 -0.96887 -0.87193
C -3.36357 -1.12893 -1.27603
C -2.35735 -1.34762 -0.34016
H -0.90891 0.14493 3.12702
H -0.49093 -1.18424 4.15722
H 1.69170 -1.39611 3.30940
H 1.44014 0.22127 2.70352
H 2.84039 -1.82932 -1.46671
H 5.03213 -1.02515 -2.23481
H 6.42168 0.41561 -0.76945
H 5.59517 1.02972 1.48374
H 3.40895 0.23444 2.25435
H 0.16345 -3.78273 -0.37351
H 0.77684 -6.17815 -0.34846
H 2.59696 -6.97159 1.13165
H 3.84801 -5.35332 2.53311
H 3.28713 -2.95828 2.44252
H -2.78656 -1.07047 4.60565
H -4.24901 -2.14234 6.26888
H -4.80666 -4.55050 6.06332
H -3.86981 -5.87738 4.19487
H -2.37694 -4.81309 2.54792
H -4.24111 -1.30011 2.45585
H -5.99805 -0.90130 0.82131
H -5.46298 -0.81902 -1.60337
H -3.11717 -1.12140 -2.33328
H -1.35391 -1.53860 -0.69502
I -3.15476 2.06435 2.18523
C 1.42271 0.78071 -7.82930
C 1.16973 1.10746 -6.37579
C 0.72090 2.35635 -5.97460
C 0.51975 2.61501 -4.62580
N 0.73316 1.71700 -3.66332
C 1.16559 0.51219 -4.05246
C 1.39182 0.16845 -5.37393
H 1.05242 1.56651 -8.48672
H 0.93698 -0.15582 -8.10797
H 2.49231 0.66325 -8.01527
H 0.52522 3.13318 -6.70685
H 0.17070 3.59492 -4.30849
H 1.34348 -0.21681 -3.26368
H 1.74275 -0.83116 -5.61528
```

Atomic partial charges in e from the Mulliken method, atoms 1 to 5:
1. Eu 0.693
2. N -0.201
3. C -0.786
4. C -0.797
5. N 0.918


Question: What is the formula in the third record?
Answer: C18H54O9S9